{
  "formula": "C3H5N3O",
  "method": "ωB97M-V/def2-TZVPD",
  "elements": ["C", "C", "C", "H", "H", "H", "H", "H", "N", "N", "N", "O"],
  "positions_angstrom": [[-2.580, 0.236, 0.034], [-0.219, -0.313, -0.017], [1.385, 0.956, 0.000], [-2.445, 1.226, -0.139], [-3.251, -0.203, -0.744], [-3.045, 0.363, 1.083], [2.069, 1.762, -0.261], [1.258, -1.776, -0.504], [-1.385, -0.712, -0.065], [0.100, 1.051, -0.042], [0.938, -1.047, 0.111], [2.041, -0.211, 0.054]],
  "orbital_gap_ev": 9.7,
  "spin_multiplicity": 1,
  "largest_force_ev_per_a": 3.7,
  "e_tot_ev": -9706.5443,
  "e_above_lowest_kj_mol": 389.8
}



{
  "formula": "C4H12NO",
  "method": "ωB97M-V/def2-TZVPD",
  "elements": ["C", "C", "C", "C", "N", "H", "H", "H", "H", "H", "H", "H", "H", "H", "H", "H", "H", "O"],
  "positions_angstrom": [[-0.288, -1.248, 2.524], [0.594, -0.186, 1.881], [0.242, 0.171, 0.471], [-0.233, -0.728, -0.457], [-0.075, -0.406, -1.879], [-0.284, -2.183, 1.962], [-1.315, -0.866, 2.608], [0.060, -1.460, 3.531], [1.641, -0.515, 1.978], [0.559, 0.727, 2.497], [0.411, 1.202, 0.157], [-0.717, -1.685, -0.341], [-0.121, 0.597, -2.069], [0.835, -0.742, -2.313], [-0.835, -0.875, -2.373], [0.486, 2.903, -3.140], [-0.846, 2.943, -2.406], [-0.114, 2.350, -2.631]],
  "orbital_gap_ev": [3.8, 8.4],
  "spin_multiplicity": 2,
  "largest_force_ev_per_a": 0.9,
  "e_tot_ev": -7876.4088,
  "s_squared": 0.76,
  "e_above_lowest_kj_mol": 203.4
}



{
  "formula": "C3H6F2NS",
  "method": "ωB97M-V/def2-TZVPD",
  "elements": ["C", "C", "S", "N", "C", "F", "F", "H", "H", "H", "H", "H", "H"],
  "positions_angstrom": [[0.498, 1.373, 1.186], [0.635, 0.446, 0.117], [1.980, 0.263, -0.868], [-0.532, -0.335, -0.225], [-0.401, -1.392, -1.225], [-1.012, -0.866, 0.964], [-1.657, 0.437, -0.532], [-0.501, 1.646, 1.491], [0.607, 0.893, 2.092], [1.194, 2.235, 1.160], [-1.187, -2.116, -1.151], [-0.242, -0.773, -2.021], [0.618, -1.812, -0.989]],
  "orbital_gap_ev": 8.0,
  "smiles": "CC(=S)[N+](C)(F)F",
  "spin_multiplicity": 1,
  "charge": 1,
  "largest_force_ev_per_a": 5.1,
  "e_tot_ev": -20955.1477,
  "e_above_lowest_kj_mol": 396.1
}



{
  "formula": "C7H26O7",
  "method": "ωB97M-V/def2-TZVPD",
  "elements": ["O", "C", "C", "O", "H", "H", "H", "H", "H", "H", "C", "O", "H", "H", "H", "H", "C", "O", "H", "H", "H", "H", "C", "O", "H", "H", "H", "H", "C", "O", "H", "H", "H", "H", "C", "O", "H", "H", "H", "H"],
  "positions_angstrom": [[0.568, 1.888, 2.294], [1.503, 2.578, 1.437], [1.784, 3.931, 2.042], [2.561, 3.783, 3.231], [0.987, 1.966, 3.162], [2.441, 2.018, 1.447], [1.157, 2.715, 0.418], [0.834, 4.431, 2.268], [2.324, 4.595, 1.358], [3.057, 4.586, 3.388], [-2.429, 3.210, 1.827], [-2.102, 1.935, 1.304], [-3.378, 3.533, 1.407], [-2.459, 3.140, 2.919], [-1.691, 3.973, 1.542], [-1.306, 1.595, 1.738], [-3.630, -2.680, -1.047], [-4.249, -3.415, -2.074], [-2.915, -1.923, -1.414], [-4.306, -2.168, -0.364], [-2.963, -3.285, -0.407], [-3.536, -3.605, -2.702], [-1.445, -3.210, -4.458], [-2.066, -4.327, -3.815], [-2.169, -2.676, -5.076], [-1.108, -2.519, -3.681], [-0.560, -3.484, -5.031], [-1.874, -5.105, -4.344], [4.297, -1.501, 0.762], [4.212, -1.191, -0.628], [3.409, -2.002, 1.154], [5.133, -2.198, 0.917], [4.505, -0.574, 1.291], [3.806, -1.937, -1.077], [0.183, -0.338, -0.285], [0.801, -0.983, 0.802], [0.407, -0.789, -1.254], [-0.915, -0.272, -0.354], [0.505, 0.710, -0.250], [0.625, -0.405, 1.556]],
  "orbital_gap_ev": 10.1,
  "smiles": "OCCO.CO.CO.CO.CO.CO",
  "spin_multiplicity": 1,
  "largest_force_ev_per_a": 1.7,
  "e_tot_ev": -22009.9945,
  "e_above_lowest_kj_mol": 356.1
}



{
  "formula": "C8H20N3O2Pd",
  "method": "ωB97M-V/def2-TZVPD",
  "elements": ["Pd", "N", "C", "C", "O", "O", "H", "H", "H", "H", "C", "N", "C", "C", "C", "N", "C", "C", "H", "H", "H", "H", "H", "H", "H", "H", "H", "H", "H", "H", "H", "H", "H", "H"],
  "positions_angstrom": [[-0.071, 0.681, 0.151], [1.061, 1.860, 1.404], [0.075, 2.817, 2.006], [-1.012, 3.156, 0.991], [-1.467, 4.261, 0.893], [-1.415, 2.104, 0.289], [1.468, 1.299, 2.144], [1.823, 2.376, 0.972], [0.546, 3.714, 2.400], [-0.418, 2.288, 2.823], [2.031, -1.291, 1.020], [1.358, -0.820, -0.206], [2.388, -0.306, -1.141], [0.625, -1.937, -0.871], [-0.819, -1.957, -0.444], [-1.424, -0.622, -0.680], [-2.699, -0.522, 0.077], [-1.716, -0.375, -2.108], [2.792, -2.035, 0.771], [1.305, -1.740, 1.696], [2.519, -0.455, 1.515], [3.112, -1.092, -1.372], [2.910, 0.533, -0.684], [1.915, 0.033, -2.060], [1.121, -2.890, -0.676], [0.676, -1.764, -1.945], [-0.915, -2.173, 0.621], [-1.370, -2.729, -0.991], [-3.405, -1.260, -0.312], [-3.100, 0.480, -0.036], [-2.513, -0.718, 1.131], [-2.437, -1.111, -2.474], [-0.808, -0.431, -2.704], [-2.134, 0.625, -2.202]],
  "orbital_gap_ev": 9.5,
  "spin_multiplicity": 1,
  "charge": 1,
  "largest_force_ev_per_a": 0.5,
  "e_tot_ev": -20660.2935,
  "e_above_lowest_kj_mol": 22.0
}



{
  "formula": "C5H23N2O4",
  "method": "ωB97M-V/def2-TZVPD",
  "elements": ["N", "C", "C", "C", "N", "C", "C", "H", "H", "H", "H", "H", "H", "H", "H", "H", "H", "H", "H", "H", "H", "H", "H", "H", "O", "H", "H", "O", "H", "H", "O", "H", "H", "O"],
  "positions_angstrom": [[0.802, 0.261, -0.530], [0.286, 1.640, -0.398], [1.303, 2.600, 0.174], [-0.961, 1.609, 0.476], [-1.786, 0.449, 0.353], [-1.592, -0.559, 1.357], [-3.126, 0.553, -0.199], [1.569, -0.057, -1.132], [1.046, -0.054, 0.415], [-0.041, -0.286, -0.720], [0.012, 2.012, -1.381], [1.747, 2.276, 1.109], [2.204, 2.598, -0.460], [0.976, 3.619, 0.241], [-0.690, 1.771, 1.537], [-1.522, 2.530, 0.307], [-1.647, -0.142, 2.378], [-2.338, -1.327, 1.268], [-0.639, -1.105, 1.358], [-3.896, 0.287, 0.529], [-3.251, -0.049, -1.101], [-3.298, 1.592, -0.474], [1.575, 0.502, 2.662], [2.524, -0.623, 2.981], [2.226, -0.070, 2.248], [-0.343, -3.924, -0.397], [-1.762, -3.655, -0.750], [-0.906, -3.203, -0.712], [3.440, -1.891, -1.138], [3.906, -0.803, -0.288], [3.350, -0.929, -1.073], [0.791, -1.892, -3.457], [-0.215, -2.250, -2.416], [0.256, -1.480, -2.768]],
  "orbital_gap_ev": 9.1,
  "spin_multiplicity": 1,
  "charge": 1,
  "largest_force_ev_per_a": 2.1,
  "e_tot_ev": -16722.5797,
  "e_above_lowest_kj_mol": 113.6
}